[1]
ORCA calculation (wB97M-V/def2-TZVPD) on a structure of composition C11H28N2P2V in a non-equilibrium geometry.

## Properties
DFT total energy   -2171.99173 Eh
HOMO (alpha / beta)   -5.095 / -5.697 eV
LUMO energy (alpha / beta)   0.653 / 0.643 eV
⟨S²⟩   3.782
Energy above the lowest of the compared OMol25 structures with the same formula, charge and spin   0.000 eV
2S+1   4
Kohn-Sham gap (alpha / beta)   5.747 / 6.340 eV

Cartesian coordinates (Å):
V 0.46308 0.30928 -0.51209
H 2.39088 0.84231 -0.12887
H 2.45739 0.10098 -0.42433
P 0.47923 2.49591 -1.18906
P 0.33565 -1.83727 -1.38520
C -0.90721 -2.82898 -0.46475
H -0.85647 -3.86943 -0.80666
H -0.71878 -2.79135 0.61708
H -1.90815 -2.42487 -0.65881
C 0.02320 -2.39508 -3.08366
H 0.81010 -2.00104 -3.73681
H 0.01899 -3.49529 -3.11736
H -0.94530 -2.00443 -3.40683
C 1.82741 -2.81303 -0.93971
H 2.01487 -2.76046 0.13948
H 1.67884 -3.86167 -1.22948
H 2.70009 -2.40777 -1.46390
C -0.04242 2.97469 -2.87500
H -0.00595 4.06458 -2.99657
H 0.62278 2.50044 -3.60787
H -1.06505 2.61906 -3.05140
C -0.63967 3.52035 -0.15597
H -0.34771 3.43432 0.89780
H -0.59398 4.57219 -0.46362
H -1.66851 3.15187 -0.25874
C 2.05538 3.42450 -1.02229
H 2.81243 2.97512 -1.67945
H 1.91856 4.48044 -1.28684
H 2.41236 3.34646 0.01165
H 1.19335 -0.23843 -1.85479
H -0.75749 -0.20133 -1.34601
N -2.06375 -1.24745 4.97931
C -1.51096 -0.88105 3.79269
C -0.17754 -1.23614 3.50280
C 0.38563 -0.80011 2.30434
N -0.34370 -0.09882 1.40418
C -1.63900 0.21619 1.64504
C -2.25064 -0.15633 2.84096
H -1.53816 -1.74829 5.67417
H -3.01184 -0.97372 5.22698
H 0.41109 -1.82811 4.19268
H 1.42784 -1.00158 2.04036
H -2.15785 0.76038 0.85400
H -3.28904 0.11297 3.02252

[2]
ORCA calculation (wB97M-V/def2-TZVPD) on a structure of composition C11H29BF4N2O11P3Se2Yb in a non-equilibrium geometry.

## Properties
DFT total energy   -8784.39644 Eh
Total charge   -2
HOMO   -2.103 eV
LUMO energy   4.470 eV
⟨S²⟩   0.751
Energy above the lowest of the compared OMol25 structures with the same formula, charge and spin   0.485 eV
2S+1   2
Kohn-Sham gap   6.573 eV

Cartesian coordinates (Å):
Yb -0.34472 0.52106 0.61625
C 0.24459 1.12544 -4.65293
C 0.56590 1.86619 -3.38355
O 1.30577 3.02543 -3.76980
P 1.73759 0.96917 -2.20973
O 3.04979 1.58925 -2.84303
O 1.74723 -0.57276 -2.49738
O 1.45823 1.27692 -0.79952
P -0.96051 2.50727 -2.44782
O -2.21654 2.04243 -3.40095
O -0.69660 3.97570 -2.48971
O -1.18086 1.77737 -1.14727
H 1.11889 0.88356 -5.20529
H -0.37901 1.77691 -5.27320
H -0.33025 0.21559 -4.46644
H 0.79358 3.73860 -3.32908
H 2.75993 2.44914 -3.24368
H 1.64335 -1.04849 -1.64686
H -2.86614 1.60806 -2.82530
O 2.62574 -1.93774 5.20657
C 3.59772 -1.45301 4.24353
C 2.96456 -0.80104 3.00592
C 4.14492 -0.02422 2.39646
O 4.03286 0.37234 1.04873
C 1.84996 0.16481 3.47535
Se 1.52217 1.78987 2.40592
C 2.52495 -2.01491 2.10655
Se 1.22323 -1.95980 0.56939
H 2.74050 -1.44095 6.01940
H 4.21436 -2.31125 3.92869
H 4.27186 -0.73286 4.71777
H 4.98776 -0.70661 2.44809
H 4.34701 0.83449 3.06804
H 3.29666 1.01087 1.02636
H 2.12785 0.52899 4.46183
H 0.89709 -0.35249 3.51733
H 2.03048 -2.69411 2.78514
H 3.42151 -2.48625 1.71723
N -1.72763 2.32284 1.62744
N -2.19141 1.94025 2.89344
C -2.10047 0.57279 3.19138
O -2.59689 0.15633 4.23453
O -1.38574 -0.10032 2.36850
H -1.24131 3.20724 1.70158
H -2.48034 2.36310 0.96495
H -3.04856 2.38089 3.19297
C -0.52764 -2.94852 -2.24986
P -1.54681 -1.82214 -1.23146
C -2.79803 -1.40868 -2.51348
C -2.54250 -3.12542 -0.39559
H -1.16827 -3.67807 -2.74483
H 0.16588 -3.46370 -1.61078
H 0.06643 -2.38879 -2.96802
H -3.18153 -2.31694 -3.02192
H -2.39188 -0.75499 -3.27093
H -3.66419 -0.92529 -2.03034
H -2.80936 -3.95871 -1.05444
H -3.46796 -2.68725 -0.02485
H -1.96231 -3.49736 0.47437
F -3.23991 0.08600 0.16325
B -4.35403 0.91433 -0.12941
F -5.52197 0.14599 -0.18306
F -4.44987 1.93291 0.87606
F -4.10512 1.54053 -1.39255

[3]
ORCA calculation (wB97M-V/def2-TZVPD) on a cluster of 4 separate species, C11H29BrO10PS3 in total in a non-equilibrium geometry.

## Properties
DFT total energy   -5298.44752 Eh
Total charge   +1
HOMO   -12.357 eV
LUMO energy   -4.549 eV
Kohn-Sham gap   7.808 eV

Cartesian coordinates (Å):
O -0.14677 -2.72700 2.15526
C 0.12089 -1.53122 1.56640
Br -1.09420 -0.91417 0.09913
C 1.45631 -0.74463 2.11706
P 2.84348 -1.09740 0.79591
H 1.31050 0.40061 2.30805
H 1.84463 -1.24803 3.12611
H 4.07845 -0.42001 1.10860
H 3.08213 -2.52989 0.88183
H 2.29106 -0.78940 -0.49837
O -0.58563 2.35006 1.36367
S -1.61694 3.24989 0.89366
O -2.03598 3.28211 -0.49200
O -1.25237 4.76649 1.36420
C 0.02055 5.29802 1.02736
C 0.06813 5.74329 -0.42202
C -3.05720 3.04232 1.90974
H 0.81491 4.57704 1.24720
H 0.18574 6.16699 1.67325
H 0.00396 4.88590 -1.09848
H 1.00247 6.27151 -0.63372
H -0.77444 6.40210 -0.65397
H -2.75733 3.07109 2.95860
H -3.50099 2.07308 1.67276
H -3.76682 3.84081 1.68515
O -2.70254 -8.29060 1.85567
S -3.73385 -7.39076 1.38565
O -4.15289 -7.35854 0.00000
O -3.36928 -5.87416 1.85620
C -2.09636 -5.34263 1.51936
C -2.04877 -4.89736 0.06997
C -5.17411 -7.59833 2.40174
H -1.30200 -6.06361 1.73920
H -1.93117 -4.47366 2.16525
H -2.11295 -5.75475 -0.60648
H -1.11444 -4.36914 -0.14172
H -2.89135 -4.23855 -0.16198
H -4.87424 -7.56956 3.45059
H -5.61789 -8.56757 2.16475
H -5.88373 -6.79984 2.17715
O 1.78039 4.15791 -2.89096
S 2.18368 2.77381 -3.01669
O 2.14550 1.85720 -1.89640
O 3.66543 2.71229 -3.69126
C 4.71872 3.45339 -3.09322
C 5.25791 2.75234 -1.86072
C 1.29405 2.04417 -4.36800
H 4.39464 4.47301 -2.85980
H 5.51815 3.53144 -3.83778
H 4.51486 2.74278 -1.05783
H 6.15223 3.25991 -1.48740
H 5.50634 1.71013 -2.08397
H 1.36328 2.70395 -5.23446
H 0.25113 1.93168 -4.06434
H 1.72467 1.06550 -4.58788

[4]
ORCA calculation (wB97M-V/def2-TZVPD) on a structure of composition C11H29ClN5Re in a non-equilibrium geometry.

## Properties
DFT total energy   -1247.75491 Eh
Total charge   +3
HOMO (alpha / beta)   -19.323 / -20.645 eV
LUMO energy (alpha / beta)   -9.977 / -12.020 eV
⟨S²⟩   3.769
Energy above the lowest of the compared OMol25 structures with the same formula, charge and spin   0.240 eV
2S+1   4
Kohn-Sham gap (alpha / beta)   9.345 / 8.625 eV

Cartesian coordinates (Å):
Re 0.79882 0.04174 -0.35090
C -1.62175 2.13276 -0.43322
C -0.39664 2.67371 -1.18036
N 0.84096 2.21238 -0.48751
C 1.02326 2.86179 0.85881
C 1.72859 1.91049 1.80781
N 1.13991 0.53160 1.69961
C -0.14757 0.30224 2.45327
C -1.35437 0.95669 1.78517
N -1.29919 0.85347 0.28590
H -2.00493 2.86077 0.27959
H -2.42741 1.95339 -1.14360
H -0.34898 2.30751 -2.20666
H -0.41908 3.76379 -1.22842
H 1.63511 2.48715 -1.06663
H 1.61127 3.77352 0.75128
H 0.04705 3.16153 1.22732
H 2.78358 1.81993 1.54947
H 1.66601 2.26484 2.83770
H 1.82458 -0.09319 2.12690
H -0.27817 -0.77870 2.51482
H -0.03063 0.67374 3.47301
H -2.26648 0.48900 2.15428
H -1.41699 2.00479 2.06693
H -1.99285 0.17689 -0.00472
N -0.49210 -0.82874 -2.03649
C -1.83995 -1.47640 -1.79954
C -1.90980 -2.33894 -0.54552
C -0.86245 -3.45399 -0.44380
C 0.28823 -3.15114 0.49477
N 1.22120 -2.09842 -0.07295
H -0.61134 -0.12901 -2.77062
H 0.09141 -1.52374 -2.50285
H -2.06656 -2.07635 -2.68160
H -2.59286 -0.68615 -1.77934
H -2.90900 -2.77567 -0.52859
H -1.85446 -1.72408 0.36146
H -0.47575 -3.73487 -1.43074
H -1.33833 -4.36054 -0.06847
H 0.88557 -4.04598 0.66724
H -0.06735 -2.79839 1.46285
H 1.50319 -2.44663 -0.99347
H 2.09192 -2.16416 0.45884
Cl 2.20787 0.26869 -2.71397
C 2.80501 0.08053 -1.03269
H 3.42462 0.94820 -0.81355
H 3.40679 -0.82604 -1.00083

[5]
ORCA calculation (wB97M-V/def2-TZVPD) on a structure of composition C11H29CrF3N4O13PS3 in a non-equilibrium geometry.

## Properties
DFT total energy   -4513.72917 Eh
Total charge   -3
HOMO (alpha / beta)   3.078 / 1.453 eV
LUMO energy (alpha / beta)   5.728 / 5.724 eV
⟨S²⟩   6.009
2S+1   5
Kohn-Sham gap (alpha / beta)   2.650 / 4.271 eV

Cartesian coordinates (Å):
Cr -0.55755 1.82760 0.52707
S -2.22601 3.57493 1.62700
O -3.37604 3.88720 0.81482
O -2.25394 4.38392 2.86703
O -2.12976 2.11681 1.87660
O -0.93834 3.81304 0.94226
S -1.77310 2.95840 -2.43375
O -1.97243 2.08188 -3.62651
O -2.84862 3.95245 -2.37838
O -1.69998 2.13916 -1.19994
O -0.44533 3.63994 -2.56184
C 3.04769 2.27297 3.00765
F 2.80074 3.47624 2.50943
F 3.59320 1.50125 2.06539
F 3.94873 2.39592 3.99332
S 1.44006 1.45992 3.49897
O 0.99906 2.15476 4.68949
O 0.59455 1.69238 2.32478
O 1.73788 0.03863 3.72952
O -0.91990 -0.28054 0.28559
P -1.37730 -1.67661 0.28425
N -2.22436 -2.11406 1.67062
C -2.84939 -0.99388 2.33960
C -2.48891 -3.45127 2.18515
N -0.14242 -2.83821 0.18718
C 0.67112 -2.89773 1.44439
C 0.63081 -3.09679 -1.04032
N -2.37365 -2.00930 -1.02271
C -2.02952 -1.32126 -2.29397
C -3.20433 -3.18380 -1.07362
H -3.28530 -0.31177 1.60467
H -2.28995 -0.47715 3.11816
H -3.80098 -1.32559 2.78442
H -3.48996 -3.77501 1.87622
H -2.49199 -3.44225 3.27567
H -1.75754 -4.12551 1.74148
H 0.10389 -3.27968 2.29022
H 1.54733 -3.50467 1.22538
H 0.91529 -1.85589 1.67158
H 1.54842 -2.51338 -1.14617
H 0.97728 -4.13444 -0.99740
H 0.00600 -3.00659 -1.92243
H -2.40918 -0.30388 -2.16915
H -0.95327 -1.31558 -2.43363
H -2.52497 -1.73625 -3.17136
H -4.01622 -3.04435 -1.79271
H -3.69870 -3.37614 -0.12350
H -2.60576 -4.04369 -1.40812
C 1.00201 0.79332 -2.38426
C 1.88675 1.27916 -1.21900
C 3.33252 1.74203 -1.54766
O 3.84940 0.78650 -2.51200
C 5.07413 0.12355 -2.15849
N 1.17370 2.44930 -0.63687
H 1.45642 -0.00977 -2.96703
H 0.83440 1.71886 -2.94322
H 0.01109 0.49347 -2.05995
H 1.99807 0.49426 -0.45876
H 3.87069 1.80268 -0.60187
H 3.24080 2.66969 -2.11644
H 4.97448 -0.83932 -2.67034
H 5.19860 -0.11155 -1.10304
H 5.84606 0.66781 -2.70583
H 0.88316 3.09312 -1.39349
H 1.96038 2.91477 -0.18416

[6]
ORCA calculation (wB97M-V/def2-TZVPD) on a structure of composition C11H29EuN3S2 in a non-equilibrium geometry.

## Properties
DFT total energy   -2106.99799 Eh
Total charge   +2
HOMO (alpha / beta)   -14.067 / -15.566 eV
LUMO energy (alpha / beta)   -6.042 / -5.935 eV
⟨S²⟩   15.760
2S+1   8
Kohn-Sham gap (alpha / beta)   8.025 / 9.631 eV

Cartesian coordinates (Å):
Eu -0.06474 0.06278 0.12108
S -1.26741 1.27662 -2.25781
S 1.82001 -1.78652 1.26915
C -3.04823 0.91986 -2.44332
C -0.55804 0.04745 -3.43526
C -0.33376 -1.36519 -2.89735
N 0.70588 -1.39610 -1.83990
C 1.05488 -2.74678 -1.33477
C 2.17829 -2.68474 -0.29860
H 0.39118 0.49484 -3.76622
H -1.25086 0.01207 -4.28529
H -0.01518 -2.00807 -3.73636
H -1.26605 -1.78497 -2.48668
H 1.39544 -3.36937 -2.18161
H 0.14945 -3.21428 -0.91679
H 3.05783 -2.17221 -0.71585
H 2.46628 -3.70092 -0.00340
C 0.94431 -3.08361 2.21263
H 1.55676 -0.97601 -2.22362
H 0.30401 -3.72620 1.59146
H 0.33808 -2.59591 2.98963
H 1.70974 -3.69441 2.70835
H -3.55643 1.28071 -1.53971
H -3.25982 -0.14976 -2.57636
H -3.42793 1.48528 -3.30474
C 2.00971 1.93593 -0.07478
C 1.25258 2.35612 0.97141
H 1.83037 2.27993 -1.10477
H 2.87397 1.26984 0.05509
H 0.40725 3.04864 0.83698
H 1.47774 2.07652 2.01106
N -2.05786 -1.59742 0.44476
C -3.30856 -0.86066 0.79348
C -3.03903 0.58288 1.18353
C -2.34388 0.76245 2.52514
N -0.96606 0.17783 2.53341
H -1.80563 -2.24141 1.19620
H -2.20609 -2.20420 -0.36251
H -3.96807 -0.87854 -0.08172
H -3.82240 -1.39307 1.60975
H -2.47426 1.10487 0.38329
H -3.99874 1.10693 1.24629
H -2.25376 1.83368 2.74115
H -2.92511 0.29530 3.33470
H -0.34875 0.75377 3.11527
H -0.98426 -0.72826 3.01507

[7]
ORCA calculation (wB97M-V/def2-TZVPD) on a structure of composition C11H29F2FeO4 in a non-equilibrium geometry.

## Properties
DFT total energy   -2200.89836 Eh
HOMO (alpha / beta)   -8.835 / -8.586 eV
LUMO energy (alpha / beta)   0.536 / -0.612 eV
⟨S²⟩   8.758
Energy above the lowest of the compared OMol25 structures with the same formula, charge and spin   0.000 eV
2S+1   6
Kohn-Sham gap (alpha / beta)   9.370 / 7.973 eV

Cartesian coordinates (Å):
Fe -21.36731 16.64328 -5.45348
C -25.37841 16.16206 -7.29442
C -24.57982 16.37498 -5.97471
O -23.27113 16.76992 -6.15867
H -24.96291 15.35206 -7.89388
H -25.37628 17.04562 -7.93272
H -26.44739 15.99989 -7.15630
H -24.64251 15.45280 -5.39699
H -25.14354 17.05447 -5.33549
F -21.24839 14.63881 -5.40069
F -19.46288 16.88905 -4.86967
C -19.51559 15.23049 -8.85154
C -19.31953 16.32254 -7.80935
C -18.63443 17.52056 -8.35054
O -20.60100 16.72526 -7.41437
H -19.86258 14.26482 -8.48385
H -18.54174 15.00174 -9.28440
H -20.04636 15.56365 -9.74339
H -18.73800 15.88034 -7.00040
H -17.65433 17.26533 -8.75350
H -18.49124 18.26655 -7.56882
H -19.31149 17.89173 -9.11990
H -21.09227 16.78820 -8.23674
C -21.89812 20.96072 -4.46522
C -22.36809 19.68458 -5.21888
C -23.09684 20.21208 -6.46803
O -21.27655 18.83036 -5.54983
H -21.24182 21.56195 -5.09440
H -21.43439 20.62600 -3.53731
H -22.67736 21.68522 -4.22859
H -23.04937 19.14606 -4.56012
H -23.56960 19.39506 -7.01309
H -22.45050 20.69190 -7.20296
H -23.89458 20.91382 -6.22463
H -20.60955 19.38350 -5.96305
C -20.73459 16.38512 -1.51501
C -21.69275 15.73106 -2.54405
C -23.05986 15.19255 -2.05391
O -21.96621 16.73403 -3.45829
H -21.01076 17.35079 -1.09156
H -19.72013 16.55241 -1.87696
H -20.54625 15.73045 -0.66411
H -21.18073 14.87501 -2.98351
H -23.81236 15.00767 -2.82051
H -23.47777 15.80940 -1.25834
H -22.95135 14.18405 -1.65485
H -22.54148 17.27793 -2.91530

[8]
ORCA calculation (wB97M-V/def2-TZVPD) on a cluster of 8 separate species, C11H2Cl28F7NO2 in total in a non-equilibrium geometry.

## Properties
DFT total energy   -14209.93406 Eh
HOMO   -11.088 eV
LUMO energy   -0.065 eV
Kohn-Sham gap   11.023 eV

Cartesian coordinates (Å):
N -1.45860 -0.59319 -0.79352
C -0.65895 -0.04099 0.17106
O 0.33935 -0.48845 0.53120
O -1.17422 1.12563 0.64195
C -0.39650 1.82420 1.51427
F -0.12512 1.20054 2.58239
F -1.11917 2.81458 1.86131
C 0.91846 2.41680 0.91560
F 1.92267 1.72006 1.18215
F 1.09281 3.54042 1.51909
C 0.84528 2.74423 -0.58808
F -0.26157 3.22823 -0.88528
F 1.12596 1.76939 -1.33381
F 1.72302 3.64272 -0.84383
H -0.98479 -0.39853 -1.66551
H -2.31428 -0.05299 -0.83888
Cl 0.33626 -1.09979 -6.59029
C -0.08770 -1.66198 -4.96222
Cl -1.76108 -2.20178 -4.90155
Cl 0.96981 -2.99432 -4.51217
Cl 0.13499 -0.31677 -3.83222
Cl -2.37033 -4.97283 -0.25582
C -2.40878 -5.37684 1.46074
Cl -3.88377 -6.27726 1.82173
Cl -1.00747 -6.36536 1.87152
Cl -2.37942 -3.90604 2.43121
Cl -3.20434 -1.49837 -10.92622
C -3.70743 -1.66853 -9.24381
Cl -5.09961 -0.62749 -8.93740
Cl -4.14847 -3.34788 -8.92807
Cl -2.37783 -1.20571 -8.17954
Cl 3.28905 5.22420 3.79021
C 4.25272 5.69020 2.38718
Cl 3.38778 5.25666 0.91532
Cl 4.53352 7.43296 2.41924
Cl 5.80111 4.84441 2.43083
Cl 3.05632 -0.42717 -1.11119
C 4.14378 0.04453 -2.42510
Cl 3.38164 -0.26444 -3.98779
Cl 4.51128 1.76577 -2.29014
Cl 5.63828 -0.88544 -2.30508
Cl 0.15271 -1.66909 4.38788
C -0.17728 -3.06853 5.41743
Cl -1.90516 -3.16033 5.76380
Cl 0.32542 -4.53743 4.58552
Cl 0.71204 -2.91992 6.93728
Cl -1.62309 1.55031 4.86060
C -1.91747 1.13930 6.55394
Cl -3.48917 0.35446 6.73183
Cl -0.65625 0.06175 7.15799
Cl -1.89647 2.63611 7.49426